204
Properties=species:S:1:pos:R:3:forces:R:3 method="wB97M-V/def2-TZVPD" e_homo_ev=-8.649 orbital_gap_ha=0.3225 mol_weight_g_mol=1073.640
C -0.46535 -1.83832 -1.49797 1.034 0.443 -0.324
C 0.15426 -1.45845 -0.15045 -1.029 1.214 -0.829
C -0.43949 -0.09669 0.36373 0.584 -1.312 0.276
O -0.14548 0.97584 -0.49569 -0.096 -0.028 -0.114
C 1.10135 1.56423 -0.20285 0.178 0.898 -0.473
N -0.14872 -2.50482 0.77546 0.284 -0.319 1.252
H 0.02936 -1.21853 -2.24578 -0.569 0.041 -0.456
H -1.55274 -1.76927 -1.52840 0.000 0.294 0.049
H -0.20275 -2.87472 -1.71016 0.063 -0.077 -0.109
H 1.22517 -1.33172 -0.30917 0.175 -0.167 0.294
H -0.10200 0.12729 1.37567 0.441 -0.100 0.177
H -1.50728 -0.26498 0.50370 -0.324 0.385 -0.568
H 1.94929 0.87945 -0.18990 -0.118 -0.326 0.275
H 1.06893 2.18450 0.69288 -0.047 -0.380 0.532
H 1.34514 2.29723 -0.97186 -0.273 -0.161 -0.388
H 0.27902 -3.35442 0.43586 0.185 -0.270 0.099
H -1.13915 -2.67115 0.66826 -0.382 -0.164 0.398
C 4.22657 -5.30445 -0.75065 -0.396 0.099 -0.101
C 3.83840 -6.58080 -0.03807 -1.779 -0.530 -0.172
C 2.48769 -7.21162 -0.56902 1.292 0.751 0.949
O 1.37929 -6.35416 -0.29403 0.401 -0.683 -0.334
C 0.17090 -7.00816 -0.60358 -0.668 -0.105 -0.231
N 4.86479 -7.60803 -0.19704 0.260 0.357 -0.174
H 5.15277 -4.90556 -0.33696 0.281 -0.138 -0.369
H 3.50542 -4.49425 -0.64283 -0.311 -0.217 0.296
H 4.25224 -5.50490 -1.82176 0.580 0.049 -0.066
H 3.69768 -6.39248 1.02628 -0.301 0.330 0.175
H 2.40284 -8.16303 -0.04392 -0.396 -0.177 0.293
H 2.59959 -7.49388 -1.61587 -0.161 0.409 -0.377
H 0.06688 -7.26895 -1.65680 0.319 0.150 -0.362
H -0.68773 -6.37837 -0.37070 0.255 0.250 0.187
H 0.02848 -7.95260 -0.07838 0.262 -0.093 0.419
H 5.70980 -7.17812 0.15114 0.482 -0.116 -0.166
H 4.68963 -8.36109 0.45282 -0.162 -0.246 0.034
C 4.16895 -1.38769 -3.96208 -0.714 -0.891 0.417
C 4.77845 -2.08400 -5.18197 1.085 1.110 -1.165
C 3.88552 -2.10584 -6.47401 0.825 -0.358 0.046
O 2.62835 -2.63690 -6.29923 -1.982 0.685 1.225
C 2.53258 -4.00061 -6.00911 0.113 -0.251 -0.346
N 6.01769 -1.30239 -5.50722 -0.254 0.152 0.268
H 3.37227 -1.97338 -3.50341 -0.689 -0.067 -0.645
H 3.80552 -0.38397 -4.18240 0.084 -0.094 -0.104
H 4.78307 -1.36075 -3.06195 0.966 0.313 -0.452
H 5.12609 -3.09911 -4.99015 -0.622 -0.290 0.381
H 4.32381 -2.71015 -7.26825 0.992 -0.322 0.038
H 3.74285 -1.15667 -6.99053 0.130 0.491 0.737
H 2.92076 -4.49613 -6.89898 -0.081 -0.758 0.076
H 1.49072 -4.25390 -5.81296 -0.060 0.155 -0.418
H 3.05684 -4.35161 -5.12027 0.454 0.289 0.095
H 6.65521 -1.43734 -4.73556 0.059 0.225 0.301
H 6.55643 -1.63219 -6.29532 -0.388 -0.337 -0.423
C 7.42730 2.73556 2.10434 0.408 0.477 -0.239
C 7.41242 1.67234 1.01765 0.100 0.581 0.123
C 7.36289 2.26373 -0.41248 0.702 -1.852 0.152
O 6.16411 2.91791 -0.55190 -2.111 1.676 -1.342
C 5.91731 3.47139 -1.87172 0.563 0.169 -0.193
N 8.46231 0.67200 1.25634 -0.407 -0.552 -0.143
H 6.57650 3.41676 2.09014 -0.149 -0.197 -0.076
H 8.31909 3.35044 1.98294 0.192 0.059 0.255
H 7.46554 2.20359 3.05494 -0.015 0.297 0.197
H 6.47663 1.15139 1.22015 -0.161 -0.292 -0.654
H 7.36916 1.44578 -1.13290 0.226 -0.491 -0.055
H 8.23801 2.85579 -0.68031 0.202 0.522 0.371
H 6.33628 2.89635 -2.69749 0.553 -0.458 0.306
H 6.29691 4.48693 -1.98428 0.486 0.069 0.393
H 4.89251 3.58538 -2.22511 -0.559 -0.482 1.214
H 9.44062 0.87558 1.10949 -0.130 0.761 -0.374
H 8.39319 0.44378 2.23779 0.064 -0.314 0.064
C -1.28968 -1.63939 9.03065 -1.398 0.460 -0.665
C -1.00524 -1.49305 7.52470 -0.112 0.248 0.978
C -1.14274 -0.06031 7.01402 -0.340 0.403 1.041
O -2.47417 0.39645 7.18129 0.008 -0.708 -0.314
C -2.72416 1.66933 6.64659 -0.838 0.060 0.698
N 0.31316 -2.03373 7.29942 0.584 -0.130 -1.125
H -2.22881 -1.10930 9.18914 -0.062 0.112 0.350
H -0.54358 -1.19099 9.68668 0.221 -0.068 -0.222
H -1.49758 -2.67137 9.31333 0.403 -0.044 -0.086
H -1.75304 -2.04046 6.95091 0.056 -0.506 0.095
H -0.85697 0.01563 5.96490 0.224 -0.040 -0.183
H -0.52150 0.57726 7.64303 0.581 0.260 -0.154
H -3.80796 1.77645 6.69146 -0.088 -0.020 -0.478
H -2.35182 1.79750 5.63020 0.074 0.014 -0.064
H -2.38738 2.46145 7.31534 0.655 0.144 -0.078
H 1.02060 -1.52328 7.80839 -0.091 0.090 0.713
H 0.58085 -1.79269 6.35584 0.123 -0.426 -0.656
C -0.54099 10.89833 -1.89283 -0.010 1.144 0.354
C 0.64127 10.68849 -2.80046 -0.196 -1.529 -1.024
C 0.29947 9.66248 -3.91569 0.221 -0.876 0.851
O 0.07362 8.31439 -3.41600 -0.814 0.522 -0.817
C 1.16957 7.68298 -2.83808 0.742 0.749 1.136
N 1.04143 11.90142 -3.48795 -0.004 0.611 0.243
H -0.31824 11.73277 -1.22786 0.225 -0.030 0.413
H -0.79811 10.04489 -1.26543 -0.029 -0.071 -0.343
H -1.39441 11.29907 -2.43980 -0.206 -0.514 -0.248
H 1.46973 10.25243 -2.24225 0.105 0.054 0.312
H 1.11168 9.63156 -4.64196 0.215 0.007 -0.132
H -0.61353 9.93657 -4.44427 0.002 0.060 0.147
H 0.96404 6.67500 -2.47778 -0.456 -0.034 -0.547
H 1.43572 8.23365 -1.93584 0.280 -0.021 0.338
H 2.07557 7.68834 -3.44407 -0.013 -0.140 -0.494
H 1.98098 11.81487 -3.84829 0.093 -0.269 -0.308
H 1.13771 12.63706 -2.80263 -0.230 0.320 0.121
C -6.16348 7.15457 -3.24763 -0.875 -0.289 -0.310
C -4.74362 7.27704 -2.70856 -0.411 -0.365 -0.838
C -3.96471 5.99373 -2.39926 -0.822 0.790 1.646
O -4.74678 5.30391 -1.41331 0.539 -0.601 -0.100
C -4.10960 4.14028 -0.95011 0.628 -1.167 -0.201
N -4.02789 7.99696 -3.76015 0.085 0.620 0.429
H -6.90368 6.63228 -2.64148 0.476 -0.502 0.184
H -6.16505 6.73902 -4.25531 0.081 -0.466 -0.013
H -6.65848 8.11214 -3.40925 0.583 0.472 0.215
H -4.83862 7.79498 -1.75419 0.470 0.475 -0.147
H -3.05183 6.34597 -1.91898 0.374 0.015 0.198
H -3.59233 5.42284 -3.24986 -0.758 -0.481 -0.299
H -3.14858 4.24007 -0.44556 0.362 0.956 -0.053
H -3.89298 3.46618 -1.77882 -0.064 -0.134 -0.322
H -4.64195 3.52677 -0.22326 -0.944 0.581 -0.137
H -3.07489 8.20393 -3.49736 0.247 -0.002 0.052
H -3.99232 7.36426 -4.54662 0.120 0.095 -0.303
C -5.77599 -0.42004 3.35511 1.263 -0.985 -0.600
C -5.61082 -1.85738 3.88209 -0.039 -0.508 -0.546
C -4.34912 -2.67799 3.40547 -1.158 1.219 -0.680
O -4.37936 -2.86781 1.98625 0.984 1.468 0.919
C -5.12051 -3.90988 1.46208 0.240 -0.307 -0.910
N -5.65966 -1.76911 5.31983 0.391 -0.616 0.697
H -5.84250 -0.44986 2.26755 -0.296 0.221 -0.005
H -4.82990 0.07667 3.57028 0.046 0.409 0.115
H -6.58887 0.13292 3.82582 -0.021 -0.339 -0.090
H -6.43649 -2.46984 3.51978 -0.454 0.107 0.230
H -4.26347 -3.63690 3.91659 -0.303 -0.175 0.181
H -3.47580 -2.08807 3.68369 0.343 -0.019 -0.397
H -5.04949 -3.77024 0.38340 -0.124 -0.067 -0.132
H -6.18543 -3.89595 1.69418 -0.023 -0.190 0.437
H -4.61117 -4.85340 1.65817 -0.427 -0.416 0.351
H -4.84590 -1.25314 5.62261 0.154 0.790 0.107
H -5.40112 -2.67484 5.68438 -0.467 -0.558 0.328
C 0.19231 5.91886 3.17051 0.073 -1.838 -0.116
C 0.89896 5.61108 4.50047 -0.465 1.357 -0.864
C 1.68996 4.34194 4.66092 -0.074 -0.704 0.128
O 2.17559 4.35770 5.99256 0.122 0.411 0.466
C 3.15527 3.39532 6.32619 0.137 0.411 -1.183
N 1.78312 6.77331 4.67940 -0.071 -0.686 0.677
H 0.91072 5.85944 2.35292 0.089 0.307 -0.040
H -0.32103 6.88035 3.15979 0.172 -0.018 0.205
H -0.54577 5.14533 2.95841 -0.234 0.012 -0.064
H 0.14291 5.56155 5.28407 -0.250 0.086 0.198
H 2.47665 4.22283 3.91592 0.373 0.290 -0.021
H 1.05336 3.46040 4.58519 -0.357 -0.162 -0.328
H 2.89550 2.42264 5.90843 -0.374 -0.432 0.599
H 3.33841 3.43597 7.39992 -0.264 -0.276 -0.154
H 4.08247 3.62088 5.79938 0.384 0.307 0.087
H 1.92964 6.77615 5.67871 0.572 0.589 0.187
H 1.22644 7.58041 4.43691 0.154 0.310 0.203
C 4.33361 -2.68426 3.74355 0.547 0.565 0.164
C 3.64963 -1.39310 3.36864 -0.980 -0.528 -0.252
O 2.28324 -1.48789 3.77975 -0.120 0.547 0.020
H 4.45736 -2.59948 4.82318 0.373 -0.591 0.008
H 5.28215 -2.72379 3.20803 0.290 -0.226 0.346
H 3.76108 -3.58224 3.51128 -0.155 0.207 -0.113
H 3.68894 -1.21499 2.29401 0.107 0.165 -0.130
H 4.08084 -0.53756 3.88846 0.091 -0.042 -0.058
H 1.80438 -1.88837 3.05043 -0.326 -0.104 -0.029
C -1.63787 1.37927 -5.12082 -0.698 0.226 0.829
C -0.50743 0.79048 -5.89525 0.410 -0.588 -0.210
O -0.87390 -0.59539 -6.08239 0.229 0.522 -0.060
H -1.85786 0.71214 -4.28737 -0.137 -0.288 -0.114
H -2.53326 1.46811 -5.73603 -0.003 -0.033 0.019
H -1.47979 2.32430 -4.60119 0.432 0.268 -0.513
H 0.45123 0.87443 -5.38337 0.016 -0.166 0.437
H -0.32328 1.28347 -6.84979 -0.352 0.035 -0.275
H -0.11781 -1.07349 -6.43074 0.155 -0.047 -0.064
C 0.03971 -5.96806 4.89935 1.082 0.375 0.204
C -0.18235 -6.75159 6.17204 -0.260 -1.979 -1.447
O -0.70308 -6.03988 7.22937 -0.451 0.752 0.433
H 0.83253 -5.26689 5.15994 -0.037 0.594 -0.396
H -0.81758 -5.44459 4.47613 -0.123 -0.049 0.362
H 0.46856 -6.59043 4.11395 -0.086 -0.216 0.032
H 0.72071 -7.28155 6.47491 0.547 0.226 -0.067
H -0.83472 -7.58069 5.89798 -0.587 -0.020 0.435
H -0.26051 -5.18936 7.18104 -0.067 0.457 0.447
C -5.73930 -1.91557 -3.43909 0.162 -0.189 -0.762
O -6.21010 -2.84192 -4.42639 -0.169 0.068 0.771
C -5.50964 -2.94091 -5.66650 0.566 0.642 0.745
C -4.21152 -3.80410 -5.51099 -2.074 -0.047 -0.929
N -4.69034 -5.17660 -5.32576 0.793 0.258 0.037
C -3.60435 -6.15278 -5.24906 -0.649 0.261 0.446
C -4.20511 -7.43137 -4.62327 1.001 0.034 -0.794
O -4.67616 -7.17980 -3.31071 -0.303 -0.905 0.201
C -4.90737 -8.36467 -2.50037 -0.189 1.071 -0.148
H -6.24480 -2.08787 -2.48889 -0.100 -0.329 -0.203
H -5.94693 -0.88454 -3.72540 -0.053 0.141 -0.228
H -4.66422 -1.99977 -3.28035 0.153 -0.095 0.039
H -5.31245 -1.94630 -6.06647 0.448 0.334 0.180
H -6.26763 -3.32496 -6.34918 0.442 -0.697 -0.022
H -3.59153 -3.44129 -4.69118 0.112 0.151 0.149
H -3.63772 -3.75004 -6.43615 0.099 0.047 -0.049
H -5.18354 -5.18607 -4.44442 -0.220 -0.122 0.157
H -2.73133 -5.75144 -4.73440 0.082 -0.100 0.958
H -3.16963 -6.26925 -6.24182 -0.475 -0.706 -0.339
H -3.47425 -8.23987 -4.63987 0.353 -0.070 0.276
H -4.98123 -7.76595 -5.31160 -0.541 0.048 0.190
H -5.54381 -8.05070 -1.67304 0.331 0.266 0.147
H -3.96153 -8.75292 -2.12255 0.044 -0.085 -0.047
H -5.49755 -9.16447 -2.94770 0.232 0.051 -0.751